[1]
The following is a quantum chemistry calculation of a cluster of 9 separate species, C24H64N2O9 in total at a distorted geometry, from the OMol25 dataset.

```
99
Properties=species:S:1:pos:R:3:forces:R:3:lowdin_charge:R:1
C -10.635 -2.704 3.234 1.0 -0.3 0.5 -0.060
H 1.840 6.245 0.964 0.3 -0.5 0.0 0.074
H 4.415 7.712 5.756 0.6 0.4 -0.4 0.107
H 2.493 -1.503 -3.282 0.2 0.0 -0.1 0.084
O -2.766 -0.770 0.830 0.1 -0.2 0.2 -0.053
H -11.866 -1.539 1.276 0.0 0.1 0.0 0.098
H 2.764 -4.111 -3.622 0.5 0.2 0.2 0.066
H 1.478 3.167 4.891 0.1 0.1 -0.2 0.082
H 0.618 -1.153 -6.677 -0.8 0.3 0.0 0.112
O -8.038 1.414 -1.736 0.1 0.3 0.0 -0.055
H 4.169 8.140 3.250 0.1 -0.1 -0.4 0.110
H -8.799 1.052 -1.282 -0.2 -0.1 0.2 0.027
C 3.551 7.400 3.757 1.2 0.0 0.5 -0.123
H -2.976 0.143 1.023 0.0 0.3 0.0 0.019
H 4.199 2.995 3.718 -0.2 0.6 -0.3 0.075
C 3.539 5.866 5.738 0.5 -1.4 -0.2 -0.149
C -9.191 -3.379 1.203 -0.5 0.7 0.4 -0.039
H -4.822 -1.470 -4.480 -0.1 -0.2 -0.2 0.029
H 1.003 4.726 5.574 0.2 0.3 -0.4 0.086
H 1.413 -2.980 5.880 -0.1 -0.1 0.2 0.079
O -4.448 -0.928 -3.786 -0.1 0.0 0.3 -0.055
H -8.990 -4.407 1.507 -0.5 -0.1 0.1 0.075
H -3.072 -0.903 -0.067 -0.1 -0.1 -0.3 0.028
C 4.364 6.915 5.014 -2.1 0.2 -1.0 -0.164
H 0.974 -1.317 -4.145 0.0 -0.3 0.1 0.071
C 3.075 4.655 4.861 1.1 0.3 -2.7 -0.432
C 4.429 5.888 1.895 0.2 0.0 -0.2 -0.037
O 0.174 -4.518 3.949 0.3 0.4 -0.4 -0.063
H 5.223 4.215 4.617 0.0 0.0 -0.5 0.063
H -3.861 3.886 0.684 -0.1 0.1 -0.2 0.031
H 5.343 6.563 4.688 0.0 0.0 0.3 0.101
H 1.876 -3.282 3.688 -0.1 -0.2 -0.6 0.132
C -10.566 -2.843 1.707 0.5 -2.6 1.2 -0.531
H 5.722 -3.110 -6.646 -0.1 0.2 -0.3 0.103
C 1.572 -4.215 4.163 -0.4 -1.6 -0.5 -0.467
H -9.886 -1.970 3.530 -0.2 0.6 -0.2 0.078
C 1.838 4.039 5.436 -0.2 -1.0 1.1 -0.061
H 1.254 7.089 2.315 -0.1 0.5 0.1 0.082
H 3.439 -5.254 3.448 0.2 0.5 0.4 0.067
H -10.288 -3.536 3.846 -0.4 -0.6 -0.4 0.074
H 2.425 -4.928 -5.045 -0.5 0.2 -0.5 0.061
H -11.604 -2.383 3.617 -0.1 0.0 -0.2 0.073
C 2.432 -2.648 -5.177 1.2 -0.2 0.2 -0.432
H 2.447 7.799 1.177 0.5 0.2 0.7 0.086
C 4.295 3.645 4.588 -0.9 0.4 1.5 -0.009
H -4.680 -1.007 4.288 0.2 -0.1 -0.2 0.026
O -5.320 -0.905 4.992 -0.1 -0.1 0.1 -0.052
H 5.322 5.603 2.452 -0.1 0.2 0.4 0.067
H 4.130 -1.370 -5.509 0.2 0.0 -0.7 0.099
H 4.716 6.701 1.228 0.0 0.3 0.1 0.075
H 0.622 -2.376 -9.136 0.0 -0.7 0.1 0.083
H 4.395 2.937 5.411 -0.1 0.0 0.4 0.068
C 1.743 -4.515 -7.929 0.3 -1.4 0.6 -0.053
C 4.643 -3.260 -6.620 -2.3 0.8 0.1 -0.165
C 3.846 -2.943 -7.933 -0.2 -0.8 1.7 -0.103
H 4.069 -1.930 -8.268 -0.1 0.1 0.1 0.105
O -10.913 -1.630 1.199 0.1 2.5 -1.6 -0.040
H 4.273 5.046 1.220 -0.6 -0.1 0.1 0.077
H -9.144 -3.335 0.115 0.0 0.1 0.0 0.072
H -0.231 -3.794 3.465 -0.1 0.0 -0.1 0.082
C 2.173 6.917 1.755 -1.3 -1.0 0.1 -0.051
H 2.063 3.698 6.447 0.1 -0.2 0.2 0.084
H 2.697 6.267 6.303 -0.3 0.4 -0.5 0.114
C 1.699 -2.376 -8.968 -0.2 2.1 0.2 -0.074
N 1.799 -2.458 -6.466 4.3 -0.7 -1.1 -0.189
H -3.976 -0.235 -4.250 0.1 0.2 -0.1 0.028
H 1.914 -1.312 -8.878 0.1 0.4 0.3 0.076
H 2.240 -5.291 -7.346 0.2 0.2 0.5 0.066
O 2.149 4.164 2.633 0.4 -0.8 -0.2 -0.018
H 4.222 -3.635 -8.686 -0.5 0.0 -0.3 0.107
H 2.703 8.003 4.083 -0.4 -0.5 0.1 0.112
H 1.229 4.407 2.504 -0.2 -0.1 0.0 0.102
C 2.113 -4.041 -4.493 1.2 0.9 1.1 -0.017
H 2.791 -4.104 5.852 0.1 0.2 0.3 0.078
C 4.011 -2.452 -5.448 -0.2 -0.6 0.2 -0.128
H -5.488 0.037 5.029 -0.1 0.2 0.0 0.025
H 2.360 -6.299 4.331 -0.2 0.2 0.4 0.074
H -7.533 0.647 -2.006 0.2 -0.2 -0.1 0.025
H 1.164 -4.160 -3.970 -0.5 0.2 -0.9 0.076
H 1.902 -4.876 -8.945 -0.2 0.4 -0.2 0.082
H -3.844 3.476 2.142 -0.1 0.0 0.2 0.028
H 1.189 -4.728 6.224 -0.1 0.0 -0.1 0.086
C 2.241 -3.101 -7.726 1.3 0.2 -1.1 -0.455
H -11.315 -3.529 1.312 -0.1 -0.7 0.4 0.127
H 2.355 -0.482 -4.748 0.3 -0.1 0.0 0.077
H 4.475 -4.308 -6.373 0.1 -0.2 -0.1 0.096
H 0.686 -4.579 -7.671 -0.1 0.1 -0.2 0.090
C 3.176 6.284 2.737 1.8 0.4 0.0 -0.496
O -3.337 3.414 1.332 0.2 -0.2 0.0 -0.053
C 1.730 -3.992 5.629 0.8 0.0 0.5 -0.081
H -8.366 -2.819 1.645 0.0 0.3 -0.2 0.074
H 4.182 5.508 6.543 0.0 -0.6 0.1 0.115
C 2.386 -5.448 3.650 0.2 0.1 -0.2 -0.057
H 4.654 -2.712 -4.607 -0.6 -0.2 0.7 0.105
C 2.052 -1.416 -4.275 -0.4 -0.9 -0.3 -0.036
N 2.639 5.147 3.481 -0.7 2.2 1.2 -0.142
O 0.533 -2.075 -6.424 -3.0 0.7 -0.3 0.002
H 2.226 -2.578 -9.901 0.0 -0.8 0.2 0.087
H 2.078 -5.884 2.700 -0.7 0.5 -0.1 0.068
```
Positions in Å, forces in eV/Å.

Properties
energy above the lowest of the compared OMol25 structures with the same formula, charge and spin: 71.05 kcal/mol
spin multiplicity: 1
charge: 0
structure (SMILES): CC1(C)CCCC(C)(C)N1O.CC1(C)CCCC(C)(C)N1O.CC(C)O.CC(C)O.O.O.O.O.O
Kohn-Sham gap: 7.957 eV
largest force on an atom: 4.52 eV/Å

---

[2]
The following is a quantum chemistry calculation of a cluster of 6 separate species, C24H64O18P2S5 in total at a distorted geometry, from the OMol25 dataset.

```
113
Properties=species:S:1:pos:R:3:forces:R:3:lowdin_charge:R:1
C 4.696 2.956 0.977 -0.6 -0.1 0.2 -0.248
H 8.559 3.803 5.559 0.1 0.0 0.1 0.115
H 0.550 0.725 -8.433 0.0 0.0 0.0 0.075
H -3.761 -7.248 -4.829 0.1 0.1 0.1 0.118
H -3.042 -5.290 -1.013 0.1 0.0 -0.2 -0.001
C -6.142 -5.643 0.087 0.3 -0.3 -0.3 -0.262
O -0.878 2.957 0.649 0.1 -0.3 -0.1 -0.259
H -6.368 3.894 2.035 0.0 0.0 0.0 0.073
H 3.128 3.330 2.384 0.0 0.0 -0.1 0.068
H -6.437 -6.264 0.935 -0.1 0.2 0.1 0.102
S 10.205 4.670 7.591 0.2 -0.1 -0.3 0.567
H 11.799 4.293 9.240 0.0 0.0 0.0 0.075
H 12.547 4.779 7.694 0.0 0.0 0.0 0.074
O 10.036 6.064 7.871 -0.1 -0.1 0.1 -0.278
O -1.614 -2.422 -2.513 -0.8 0.1 -0.6 -0.203
H 2.306 2.259 -3.083 -0.1 0.0 0.0 0.067
C -5.918 4.438 4.082 -0.4 0.4 -0.2 -0.249
H -6.975 -4.975 -0.138 0.0 0.0 0.0 0.101
H 4.740 1.873 1.099 0.1 0.0 0.0 0.117
C 2.235 1.897 -4.109 0.1 -0.1 -0.1 -0.064
O 9.211 3.729 8.013 -0.1 0.1 0.0 -0.277
H 0.481 -1.059 -8.428 0.0 0.0 0.0 0.077
H -5.336 5.320 3.811 0.1 -0.1 0.0 0.113
C 11.790 4.155 8.161 0.0 0.0 0.0 -0.125
C -4.086 -8.560 -3.177 -0.3 0.2 -0.3 -0.201
H -3.397 -3.022 -0.261 0.0 -0.1 -0.1 -0.002
S 0.166 2.230 -0.302 -0.5 0.0 0.3 0.574
H -7.397 3.119 3.235 0.0 0.0 0.0 0.085
O 6.000 3.455 0.595 0.3 0.0 0.1 -0.260
H -6.456 4.666 5.000 0.1 -0.1 0.1 0.122
H 8.361 6.287 5.760 0.0 0.0 0.0 0.073
P -2.718 -3.565 -2.862 0.9 -0.8 -0.5 0.342
H 9.691 3.992 4.231 0.1 0.0 0.1 0.112
H -4.529 -3.461 -4.000 0.0 0.1 -0.3 0.025
C -4.409 -7.274 -3.948 -0.2 -0.4 0.0 -0.228
C -6.884 4.047 2.982 0.1 -0.1 -0.1 -0.071
H -1.839 5.237 -0.341 0.0 0.0 0.1 0.087
H 8.041 5.792 4.092 0.0 -0.1 0.0 0.066
H 4.744 3.370 3.103 0.0 0.0 0.0 0.072
C -0.509 0.611 -0.187 0.0 0.0 0.0 -0.110
H 0.140 2.369 -4.214 -0.1 0.0 -0.1 0.112
H -5.414 -5.739 -5.973 0.0 0.1 0.0 0.078
C -5.942 -6.588 -1.112 0.0 0.0 0.3 -0.250
C -4.894 -4.814 0.478 -0.6 0.1 0.0 -0.405
H 8.402 4.527 0.128 0.0 0.0 0.0 0.075
O -5.022 3.362 4.436 0.2 -0.1 -0.1 -0.261
H -5.741 -5.993 -2.002 0.1 -0.1 -0.1 0.058
H -1.549 0.642 -0.500 0.0 0.0 0.0 0.080
H -4.278 -5.394 1.170 0.3 0.0 -0.2 0.074
H -7.144 -5.980 -5.695 0.0 0.0 0.0 0.069
C 0.798 1.529 -4.416 0.2 0.2 0.5 -0.255
H -6.206 -5.085 -4.523 0.1 0.0 0.0 0.054
H 0.458 0.694 -3.802 0.0 -0.1 -0.1 0.106
H 9.608 6.500 4.537 0.0 0.0 0.0 0.084
H -1.988 1.723 4.025 0.0 0.0 0.0 0.075
H -6.582 -7.375 -3.670 0.1 -0.1 0.1 0.088
H 0.067 -0.028 -0.854 0.0 0.0 0.0 0.075
H -4.271 -9.401 -3.853 0.1 -0.1 0.0 0.108
C -5.845 -7.231 -4.460 0.0 0.2 -0.3 -0.270
H 9.461 3.223 0.733 0.0 0.0 0.0 0.075
C 8.500 3.455 0.281 0.0 0.0 0.0 -0.119
O -4.219 2.304 2.352 0.1 0.2 -0.1 -0.270
H 2.582 2.678 -4.786 0.0 0.0 0.0 0.086
O 0.010 2.709 -1.643 0.2 0.0 0.0 -0.273
S 7.258 2.930 1.414 -0.2 0.2 -0.4 0.572
O -2.059 -4.783 -3.409 -0.3 0.3 0.2 -0.369
H -5.072 -8.089 0.121 0.0 0.0 0.0 0.113
C -4.880 -8.820 -1.889 0.4 0.1 0.3 -0.206
C -0.564 4.290 1.113 0.1 0.7 0.1 -0.242
H -4.138 -6.396 -3.356 -0.1 0.0 0.0 0.070
S -3.787 3.084 3.470 -0.1 -0.2 0.5 0.572
H -5.970 -8.069 -5.154 -0.1 0.0 0.1 0.112
C -4.884 -7.665 -0.871 0.0 -0.3 -0.2 -0.207
H -0.134 5.256 -0.780 0.0 0.0 0.0 0.070
H 4.049 3.164 0.128 0.1 0.0 -0.1 0.111
O 0.599 1.217 -5.814 0.0 -0.3 -0.2 -0.262
O 7.380 3.685 2.627 0.1 -0.1 0.1 -0.282
H 11.930 3.109 7.908 0.0 0.0 0.0 0.074
H -4.389 -9.666 -1.398 -0.1 -0.1 0.0 0.105
O 2.471 -0.203 -6.577 0.0 -0.1 0.1 -0.273
H -0.417 0.267 0.840 0.0 0.0 0.0 0.075
H -1.051 -2.295 -3.297 0.2 0.1 0.2 0.062
C 9.333 4.452 5.150 -0.4 0.1 -0.4 -0.253
H -5.902 -9.151 -2.089 -0.1 0.1 -0.1 0.106
H -3.016 -8.555 -2.964 0.0 -0.1 0.1 0.112
O 0.477 -1.231 -5.521 0.1 0.0 0.2 -0.284
O 1.459 2.267 0.316 0.1 0.1 -0.1 -0.280
H -0.854 -0.119 -7.700 0.0 0.0 0.0 0.075
O 10.478 4.471 6.036 0.1 0.0 0.3 -0.266
H 8.374 2.911 -0.650 0.0 0.0 0.0 0.076
O 7.220 1.501 1.465 0.0 0.0 0.2 -0.270
H -1.212 4.458 1.968 -0.1 -0.2 0.0 0.089
H -7.626 4.834 2.845 0.0 0.0 0.1 0.082
C -2.867 2.062 4.569 0.0 0.0 0.0 -0.113
H 0.470 4.329 1.462 0.0 -0.2 -0.1 0.111
H -6.883 -7.106 -1.316 -0.1 0.1 0.0 0.113
H 4.200 4.719 2.112 0.0 0.0 0.0 0.086
H -0.722 6.337 0.489 0.0 0.0 0.1 0.083
O -3.739 -2.904 -3.968 0.3 0.2 0.7 -0.200
C -0.829 5.343 0.055 0.1 -0.1 -0.2 -0.063
C 0.216 -0.154 -7.887 0.0 0.0 0.0 -0.122
O -3.081 4.316 3.265 -0.1 0.0 -0.2 -0.281
S 1.060 -0.211 -6.343 -0.2 0.4 -0.1 0.570
H -5.238 -3.935 1.036 0.0 0.0 0.1 0.063
H -2.578 2.650 5.436 0.0 0.0 0.0 0.077
H 2.899 1.041 -4.222 0.0 0.0 0.0 0.074
H -3.865 -7.267 -0.840 0.0 0.2 0.1 0.093
P -3.887 -4.151 -0.967 -0.2 0.0 0.6 0.732
C 8.803 5.843 4.869 0.0 0.1 0.2 -0.070
H -5.061 -3.928 -1.745 -0.1 0.1 0.0 0.000
C -6.169 -5.938 -5.210 0.0 -0.1 0.1 -0.104
H -3.485 1.215 4.856 0.0 0.0 0.0 0.077
C 4.162 3.635 2.221 0.2 0.0 0.1 -0.067
```
Positions in Å, forces in eV/Å.

Properties
spin multiplicity: 1
charge: 0
structure (SMILES): CCCCCCCCC[PH3]P(=O)(O)O.CCOS(C)(=O)=O.CCOS(C)(=O)=O.CCOS(C)(=O)=O.CCOS(C)(=O)=O.CCOS(C)(=O)=O
Kohn-Sham gap: 8.541 eV
largest force on an atom: 1.31 eV/Å

---

The following total energy values (in a.u.) correspond, in order, to the records above: -1739.2863 -4980.7631.